The following is a DFT calculation (ωB97M-V/def2-TZVPD) of a structure of composition C21H27BN2OP2V.

Last column: Mulliken charge in e.
Geometry (Å):
C -2.8302 -3.0288 0.8550  -0.79
C -2.0306 -2.1281 0.1576  0.13
C -2.0365 -0.7600 0.5947  1.01
C -2.7687 -0.3323 1.7353  0.45
C -3.5258 -1.3030 2.4252  -1.00
C -3.5721 -2.6281 1.9617  -0.89
C -2.4467 1.0563 2.2348  -0.59
C -2.5331 1.9555 1.0645  0.26
C -1.7483 1.5230 -0.0723  1.07
C -1.2536 2.4368 -1.0454  0.02
C -1.4949 3.7946 -0.8056  -0.72
C -2.2129 4.2278 0.3104  -0.91
C -2.6630 3.3270 1.2520  -0.80
H -2.7960 -4.0648 0.4998  0.44
H -4.1413 -1.0041 3.2736  0.49
H -4.1556 -3.3844 2.4599  0.44
H -3.0986 1.3412 3.0725  0.77
H -1.0374 4.4949 -1.5207  0.41
H -2.3299 5.3061 0.4369  0.40
H -3.2075 3.6810 2.1298  0.47
N -1.2254 0.2217 -0.0657  -0.23
V 0.7572 -0.1184 0.1389  -0.28
C -1.1481 -2.5570 -1.0116  -1.11
H -1.3682 -2.0154 -1.9358  0.41
H -1.2649 -3.6275 -1.1635  0.63
C -0.3566 1.9298 -2.1848  -1.21
H -0.8486 1.1332 -2.7449  0.41
H -0.1234 2.7713 -2.8323  0.62
P 0.6713 -2.2481 -0.6123  0.97
P 1.2594 1.2239 -1.5636  1.38
C 2.1505 2.7388 -1.0808  -1.34
H 3.1991 2.4901 -0.8887  0.43
H 2.1047 3.5318 -1.8350  0.44
H 1.7332 3.1185 -0.1449  0.36
C 2.0932 0.7241 -3.1208  -1.18
H 2.1388 1.5329 -3.8703  0.43
H 3.1197 0.4085 -2.8894  0.43
H 1.5840 -0.1407 -3.5678  0.34
C 0.9223 -3.4064 0.7869  -1.32
H 0.7238 -4.4529 0.5273  0.43
H 1.9601 -3.3090 1.1224  0.42
H 0.2792 -3.1301 1.6280  0.39
C 1.5682 -3.0091 -1.9746  -1.10
H 2.6253 -3.0527 -1.7061  0.42
H 1.2331 -4.0229 -2.2134  0.45
H 1.4951 -2.3976 -2.8746  0.34
C 0.1062 1.0417 1.9627  0.36
O 0.7099 2.0226 2.2861  -0.25
H -1.3987 1.1347 2.6345  -0.04
B 5.0201 -0.5366 1.4663  0.14
C 3.5705 -0.4193 1.1758  -0.03
N 2.4222 -0.3070 0.9139  -0.32
H 5.4605 0.5293 1.7723  -0.01
H 5.6000 -0.9805 0.4688  -0.02
H 5.1090 -1.3323 2.3770  0.00

As for the orbital gap (alpha / beta): 5.55 / 5.57 eV. The calculation puts the HOMO energy (alpha / beta) at -14.4 / -14.4 eV. Its multiplicity is 2. As for the LUMO energy (alpha / beta): -8.88 / -8.83 eV. The total charge is +2.


The following is a DFT calculation (ωB97M-V/def2-TZVPD) of a structure of composition C21H27BN3O5ReSeSi2.

Last column: Mulliken charge in e.
Geometry (Å):
Re 0.5233 -0.2640 0.1148  0.86
O -2.1567 4.6917 2.9009  -0.62
C -1.6219 3.7248 2.4189  0.49
C -1.8891 3.1502 1.0486  -0.22
O -2.6148 3.6304 0.1919  -0.73
C -1.0306 1.9903 0.9526  0.62
C -0.2281 1.8270 2.1024  1.30
O 0.6400 0.9002 2.1739  -1.02
C -0.5128 2.9142 3.0504  0.00
O 0.0657 3.1682 4.0864  -0.67
O -0.8589 1.1822 -0.0494  -0.61
C 1.3802 -2.2937 -2.8771  -1.15
Si -0.0529 -1.4037 -1.9903  0.46
C -0.8261 -0.2956 -3.3392  -1.23
C -1.3674 -2.7252 -1.5658  0.47
C -1.9040 -3.5419 -2.5620  -0.44
C -2.8788 -4.4861 -2.2770  -0.68
C -3.3327 -4.6306 -0.9731  -0.67
C -2.8014 -3.8323 0.0286  -0.51
C -1.8221 -2.8765 -0.2469  0.26
Si -1.1324 -1.7769 1.1482  0.50
C -2.6212 -0.8551 1.8956  -1.30
C -0.3987 -2.8544 2.5294  -1.22
H 1.0339 -2.7444 -3.8100  0.35
H 1.8067 -3.0782 -2.2495  0.31
H 2.1782 -1.5861 -3.1154  0.27
H -1.1753 -0.9103 -4.1729  0.40
H -0.0886 0.4120 -3.7262  0.24
H -1.6785 0.2696 -2.9558  0.31
H -1.5500 -3.4345 -3.5835  0.26
H -3.2857 -5.1061 -3.0673  0.38
H -4.0983 -5.3619 -0.7413  0.37
H -3.1582 -3.9538 1.0476  0.29
H -3.3723 -1.5673 2.2467  0.54
H -3.0927 -0.2061 1.1550  0.27
H -2.3198 -0.2372 2.7448  0.31
H -1.1663 -3.5009 2.9624  0.35
H 0.0102 -2.2276 3.3243  0.32
H 0.4086 -3.4825 2.1488  0.33
B 4.0183 -3.2379 0.9726  0.47
C 2.8857 -2.2383 0.6645  0.02
N 1.9917 -1.5340 0.4249  -0.48
H 4.0662 -3.9928 0.0277  -0.13
H 5.0595 -2.6451 1.1141  -0.15
H 3.6928 -3.8223 1.9803  -0.13
C -0.0349 3.5486 -2.0213  -0.82
N 0.8352 3.8648 -0.9064  0.40
C 0.7394 4.9651 -0.0848  -0.53
C 1.6750 4.8282 0.8784  -0.43
N 2.3354 3.6427 0.6397  0.39
C 3.3918 3.0741 1.4549  -0.91
C 1.8113 3.0489 -0.4536  -0.50
Se 2.4313 1.5086 -1.2614  -0.21
H -0.7162 4.3802 -2.1779  0.29
H -0.6097 2.6526 -1.7930  0.24
H 0.5617 3.3660 -2.9140  0.36
H -0.0067 5.7252 -0.2320  0.45
H 1.9058 5.4504 1.7252  0.45
H 3.5083 3.6844 2.3469  0.32
H 4.3243 3.0391 0.8921  0.34
H 3.1235 2.0637 1.7536  0.34

As for the orbital gap (alpha / beta): 7.38 / 7.07 eV. The calculation puts the HOMO energy (alpha / beta) at -5.1 / -5.4 eV. Its multiplicity is 4. For the energy above the lowest of the compared OMol25 structures with the same formula, charge and spin, the calculation gives 40.1 kJ/mol. As for the LUMO energy (alpha / beta): 2.25 / 1.69 eV. The total charge is -1.


DFT total energy values, unit hartree, following the record order: -2652.059770, -4440.593212.